1.
{
  "formula": "C3H13N3",
  "method": "ωB97M-V/def2-TZVPD",
  "species": ["C", "N", "C", "H", "H", "H", "H", "H", "H", "H", "N", "C", "N", "H", "H", "H", "H", "H", "H"],
  "xyz": [[-2.20358, 1.52763, -0.42335], [-1.51775, 0.37900, -1.07596], [-0.39751, 0.81354, -1.87670], [-1.92530, 1.40652, 0.62817], [-1.81615, 2.45410, -0.81332], [-3.26781, 1.49301, -0.65471], [-2.04056, -0.33758, -1.54690], [-0.37790, 1.69962, -2.53147], [-0.02048, 0.01802, -2.54448], [0.50720, 1.06496, -1.29022], [1.63297, 0.01666, 1.45552], [1.06735, -1.15947, 0.80998], [1.49487, -2.35578, 1.53706], [1.23928, 0.24470, 2.35336], [2.63669, 0.08500, 1.47533], [-0.02149, -1.09405, 0.85284], [1.33649, -1.15710, -0.24751], [2.42537, -2.70668, 1.38236], [1.24829, -2.39212, 2.51000]],
  "forces_ev_per_angstrom": [[0.3406, -1.8993, -0.2901], [0.7990, 1.2383, -0.5300], [2.3606, -0.5735, -0.5220], [-0.7235, 0.6354, 0.0773], [0.1868, 0.3739, -0.0838], [-0.0889, 0.0514, 0.5527], [-0.6066, 0.4157, -0.0157], [-1.4013, 0.1058, -0.0095], [-0.4264, -0.0146, 0.3208], [-0.4338, -0.3552, 0.5219], [-0.6378, 1.3204, -0.9015], [0.8892, 0.0408, 1.9528], [-0.6540, -1.1418, -1.2474], [-0.0040, -0.1899, 0.0451], [0.0374, -0.3012, -0.0189], [0.1177, 0.0874, -0.0088], [0.2195, -0.3743, 0.1966], [0.0664, 0.3063, -0.0797], [-0.0409, 0.2742, 0.0401]],
  "nbo_charge": [-0.41, -0.65, -0.44, 0.20, 0.19, 0.20, 0.37, 0.17, 0.20, 0.19, -0.87, -0.06, -0.88, 0.36, 0.36, 0.20, 0.19, 0.36, 0.36],
  "spin_multiplicity": 1,
  "homo_lumo_gap_ev": 9.289,
  "charge": 0,
  "de_lowest_kcal_mol": 27.26,
  "e_tot_ev": -7790.8422,
  "smiles": "CNC.NCN",
  "lumo_energy_ev": 1.12
}



2.
{
  "formula": "C2H7O2",
  "method": "ωB97M-V/def2-TZVPD",
  "species": ["O", "H", "H", "H", "C", "C", "O", "H", "H", "H", "H"],
  "xyz": [[0.50105, -1.55450, -0.16760], [0.60288, -2.40894, -0.63030], [0.26442, 1.78248, 1.30970], [1.44213, -1.15741, -0.23361], [-0.05131, 0.78071, 1.03597], [-0.59307, 0.50899, -0.31084], [-0.01253, 0.89297, -1.40001], [0.77835, 0.16971, 1.06670], [-0.82533, 0.31497, 1.75185], [-1.44043, -0.20519, -0.30605], [-0.66616, 0.87621, -2.11581]],
  "forces_ev_per_angstrom": [[2.5125, 0.2546, -0.5729], [-0.2586, 0.3421, 0.2406], [-0.2506, 0.2432, -0.3447], [-2.0473, -1.1299, 0.1029], [-3.2186, 0.1167, 0.5071], [1.0046, -0.9094, 0.2664], [-1.4630, 0.7544, 1.5823], [2.0552, -1.2435, 0.5337], [1.3966, 1.0471, -0.8241], [0.0149, 0.9946, -0.7608], [0.2544, -0.4699, -0.7304]],
  "nbo_charge": [-0.95, 0.52, 0.30, 0.49, -0.74, 0.59, -0.54, 0.29, 0.28, 0.23, 0.54],
  "spin_multiplicity": 1,
  "homo_lumo_gap_ev": 11.073,
  "charge": 1,
  "de_lowest_kcal_mol": 29.23,
  "e_tot_ev": -6273.6991,
  "lumo_energy_ev": -5.82
}



3.
{
  "formula": "C14H29Cl10F4N4O4S2",
  "method": "ωB97M-V/def2-TZVPD",
  "species": ["N", "C", "N", "N", "C", "S", "O", "O", "N", "S", "O", "O", "C", "F", "F", "C", "F", "F", "H", "H", "H", "H", "H", "H", "H", "H", "H", "Cl", "C", "C", "Cl", "H", "H", "H", "H", "Cl", "C", "C", "Cl", "H", "H", "H", "H", "Cl", "C", "C", "Cl", "H", "H", "H", "H", "Cl", "C", "C", "Cl", "H", "H", "H", "H", "Cl", "C", "C", "Cl", "H", "H", "H", "H"],
  "xyz": [[1.56519, -2.67330, 1.70829], [1.22978, -2.16193, 0.29146], [2.55851, -1.86663, -0.36626], [0.60809, -3.33515, -0.43221], [0.24784, -0.86805, 0.50103], [-0.63727, -0.27581, -1.03875], [-0.36765, -1.11581, -2.31518], [-0.05985, 1.16061, -1.34831], [-2.38064, -0.00360, -0.79680], [-3.10458, -1.34378, 0.05770], [-2.37887, -2.70080, -0.12018], [-3.20439, -1.06770, 1.60879], [-4.83053, -1.58538, -0.72650], [-5.33261, -0.22449, -1.02502], [-4.63952, -2.43726, -1.94450], [-5.74694, -2.45090, 0.32314], [-6.98134, -2.85238, -0.42118], [-6.23730, -1.63250, 1.48992], [0.69860, -3.23883, 1.95825], [1.44991, -1.79879, 2.30052], [2.59752, -0.92471, -0.81288], [3.30212, -1.92679, 0.39105], [1.14409, -4.18005, -0.08766], [0.88255, -3.26272, -1.45117], [0.93175, 0.01783, 0.90806], [-0.49305, -1.12325, 1.39579], [-5.16791, -3.42054, 0.66442], [4.19073, -0.42008, 3.70599], [3.85921, -0.51555, 5.45334], [2.89823, -1.64363, 5.79427], [1.25041, -1.32750, 5.19638], [3.47300, 0.45524, 5.77933], [4.81991, -0.68327, 5.94900], [2.82452, -1.75336, 6.88055], [3.23328, -2.59848, 5.37807], [3.04833, 2.33551, -3.11740], [1.47461, 2.92096, -3.71147], [1.32086, 2.73046, -5.21226], [2.40402, 3.79731, -6.14033], [1.37386, 3.97281, -3.42632], [0.70491, 2.35022, -3.18369], [0.29872, 2.97715, -5.51530], [1.52399, 1.69752, -5.51059], [1.92540, 7.21610, -2.21069], [2.79742, 7.51615, -3.73444], [3.79377, 6.41228, -4.05234], [5.16912, 6.40093, -2.92054], [3.28745, 8.49187, -3.65889], [2.04304, 7.57465, -4.52453], [4.20948, 6.56393, -5.05317], [3.32360, 5.42463, -4.02554], [4.27058, 2.92915, 5.56070], [3.09533, 3.78447, 4.53138], [1.66419, 3.35796, 4.81811], [1.34549, 1.68274, 4.30354], [3.36699, 3.60711, 3.48611], [3.21303, 4.85248, 4.73692], [0.96840, 3.99616, 4.26489], [1.42528, 3.43754, 5.88292], [-6.21717, -8.37572, -2.30083], [-6.87083, -6.71896, -2.28809], [-5.80293, -5.68318, -1.97337], [-5.23632, -5.79168, -0.28817], [-7.69213, -6.68341, -1.56555], [-7.28533, -6.53465, -3.28356], [-6.21140, -4.67657, -2.10514], [-4.93460, -5.78652, -2.63105]],
  "forces_ev_per_angstrom": [[-2.3454, 1.3419, -0.5940], [0.5647, -0.9898, 0.0889], [0.1320, 1.0685, 1.4747], [1.3784, 0.1831, 0.0383], [0.7996, -0.5157, 1.7151], [0.4339, 2.9315, -5.3260], [-0.7548, 1.4597, 4.5702], [-1.9548, -4.1219, 1.9014], [0.8645, -2.8996, 1.4610], [5.0012, -1.4503, 3.4415], [-2.7212, 3.8798, -0.1493], [-0.8576, -0.3847, -5.3998], [-0.4192, 0.7950, -0.8912], [0.9361, -4.3885, 0.4415], [-0.9977, 2.8840, 3.4386], [-2.0176, 0.6792, 0.0806], [3.1064, 0.9749, 1.9605], [1.6125, -2.4661, -3.7788], [1.3385, 0.8242, -0.2569], [0.4784, -1.4781, -0.5120], [-0.1492, -0.9830, 0.5838], [-1.3091, 0.2811, -1.3274], [-0.6487, 1.3310, -0.4431], [-0.6216, 0.1906, 1.5842], [-1.5836, -1.6565, -1.2920], [1.1197, 0.5044, -2.3748], [-1.3669, 2.2119, -0.5367], [-0.0242, -0.0100, 0.0221], [-0.0928, -0.0487, 0.3209], [0.3178, -0.0753, 0.0641], [-0.0373, -0.3589, 0.0462], [0.0099, -0.3199, -0.1956], [-0.1489, -0.0773, -0.0725], [0.0266, 0.1171, -0.1614], [-0.0961, 0.2434, -0.0324], [0.0863, 0.0937, -0.0540], [-0.4158, -0.0077, -0.1326], [-0.3587, -0.3195, 0.4194], [0.1562, 0.1164, -0.2214], [0.0961, -0.1694, -0.1027], [0.1097, -0.0705, -0.0284], [0.1880, 0.0146, 0.1288], [0.0684, 0.2600, 0.1158], [0.0111, -0.0005, 0.0315], [0.1773, 0.0376, -0.2980], [-0.2766, -0.0050, -0.1738], [0.0120, 0.0285, 0.0570], [-0.0478, -0.2511, 0.0741], [0.1349, -0.1235, 0.0990], [-0.1097, 0.0272, 0.1671], [0.1474, 0.2460, 0.0803], [0.0877, 0.0754, 0.0522], [-0.3273, 0.2463, -0.2597], [-0.0257, 0.2242, -0.0902], [0.0614, 0.3739, 0.0897], [-0.0782, -0.1008, 0.2629], [-0.0587, -0.1800, 0.0363], [0.2045, -0.0537, 0.0307], [0.1369, -0.0759, -0.1972], [0.0024, -0.1011, 0.0290], [-0.0994, 0.3883, 0.0233], [-0.1600, 0.1224, -0.3384], [0.0264, -0.2107, -0.0303], [0.2687, -0.0291, -0.0794], [0.1573, 0.0157, 0.1361], [0.0082, -0.1860, 0.0661], [-0.1567, -0.0627, 0.2169]],
  "nbo_charge": [-0.86, 0.43, -0.89, -0.84, -0.69, 2.04, -0.92, -0.97, -1.02, 1.97, -0.91, -0.91, 0.44, -0.32, -0.34, 0.49, -0.38, -0.34, 0.37, 0.36, 0.37, 0.37, 0.35, 0.39, 0.27, 0.29, 0.24, -0.06, -0.40, -0.39, -0.05, 0.24, 0.22, 0.22, 0.23, -0.07, -0.41, -0.38, -0.09, 0.21, 0.29, 0.22, 0.23, -0.06, -0.39, -0.39, -0.07, 0.22, 0.22, 0.22, 0.24, -0.07, -0.39, -0.40, -0.04, 0.23, 0.22, 0.23, 0.22, -0.07, -0.39, -0.39, -0.06, 0.22, 0.22, 0.24, 0.23],
  "spin_multiplicity": 1,
  "homo_lumo_gap_ev": 8.186,
  "charge": -1,
  "de_lowest_kcal_mol": 139.32,
  "e_tot_ev": -186900.7746,
  "lumo_energy_ev": 2.05
}



4.
{
  "formula": "C45H51BN9P2Zn",
  "method": "ωB97M-V/def2-TZVPD",
  "species": ["Zn", "C", "C", "C", "C", "N", "N", "B", "N", "C", "C", "C", "C", "N", "N", "C", "C", "C", "C", "N", "N", "C", "C", "C", "C", "N", "H", "H", "H", "H", "H", "H", "H", "H", "H", "H", "H", "H", "H", "H", "H", "H", "H", "H", "H", "H", "N", "P", "C", "C", "C", "C", "C", "C", "C", "C", "C", "C", "C", "C", "P", "C", "C", "C", "C", "C", "C", "C", "C", "C", "C", "C", "C", "H", "H", "H", "H", "H", "H", "H", "H", "H", "H", "H", "H", "H", "H", "H", "H", "H", "H", "H", "H", "H", "C", "C", "C", "C", "C", "H", "H", "H", "H", "H", "H", "H", "H", "H", "H"],
  "xyz": [[0.45577, 0.05573, -0.60261], [-1.64397, 1.34280, -3.28104], [-0.84574, 2.25736, -2.41394], [-0.49301, 3.59468, -2.63328], [0.23847, 3.95461, -1.52260], [0.31136, 2.89675, -0.69150], [-0.36091, 1.86077, -1.24660], [0.85985, 2.92687, 0.80133], [-0.34102, 2.70706, 1.76018], [-0.85690, 3.48734, 2.73502], [-2.05666, 2.94982, 3.13030], [-2.20814, 1.80404, 2.32689], [-3.39888, 0.90622, 2.25508], [-1.16095, 1.66168, 1.52867], [1.93346, 1.83866, 1.15553], [3.16529, 2.04065, 1.66043], [3.77962, 0.81945, 1.81945], [2.84392, -0.12024, 1.37178], [3.05708, -1.58457, 1.19765], [1.73117, 0.50400, 1.00583], [1.55795, 4.28578, 0.89721], [1.30223, 5.47747, 1.48113], [2.22514, 6.38600, 1.02435], [3.03194, 5.65422, 0.12736], [4.19314, 6.11672, -0.69236], [2.61863, 4.40154, 0.05643], [-1.64861, 1.70341, -4.30791], [-2.67708, 1.28575, -2.93063], [-1.22373, 0.33577, -3.25820], [-0.73227, 4.20442, -3.48761], [0.69652, 4.90330, -1.30489], [-0.33816, 4.36008, 3.09476], [-2.72719, 3.32472, 3.88544], [-4.28292, 1.49492, 2.00278], [-3.59184, 0.40877, 3.20692], [-3.25783, 0.15077, 1.48360], [3.55106, 3.01959, 1.87199], [4.77121, 0.62511, 2.19113], [3.96215, -1.74227, 0.60859], [2.22148, -2.04217, 0.66927], [3.19233, -2.08413, 2.15710], [0.48872, 5.61819, 2.17274], [2.31413, 7.42395, 1.29747], [4.42960, 7.15727, -0.47795], [3.96798, 6.01897, -1.75498], [5.07003, 5.50227, -0.48776], [-0.80039, -2.90440, 0.12772], [-1.01951, -1.94642, 1.55429], [-2.50354, -2.79251, 2.26511], [-2.57585, -3.21793, 3.59037], [-3.71822, -3.84637, 4.06578], [-4.80816, -4.04964, 3.23419], [-4.75795, -3.60351, 1.92109], [-3.61954, -2.97237, 1.44668], [0.20892, -2.63146, 2.72757], [0.66996, -1.74894, 3.70198], [1.55482, -2.17987, 4.68015], [1.99362, -3.49582, 4.68136], [1.53950, -4.37923, 3.70900], [0.64796, -3.95101, 2.73819], [-0.94809, -2.10993, -1.38637], [-2.60728, -2.62627, -1.97877], [-2.89991, -3.91953, -2.40446], [-4.19572, -4.25562, -2.76406], [-5.20892, -3.30729, -2.70373], [-4.92163, -2.01185, -2.29713], [-3.62459, -1.67296, -1.94373], [0.11935, -3.15583, -2.42629], [1.04318, -4.04908, -1.89708], [1.87838, -4.76792, -2.74154], [1.81293, -4.58073, -4.11342], [0.91406, -3.66510, -4.64603], [0.07465, -2.95427, -3.80617], [-1.19994, -3.83788, 0.16155], [-1.73075, -3.06960, 4.24939], [-3.75114, -4.17722, 5.09622], [-5.69298, -4.55074, 3.60468], [-5.60693, -3.73972, 1.26266], [-3.59755, -2.62296, 0.42401], [0.33076, -0.71824, 3.68248], [1.91454, -1.48477, 5.42799], [2.68978, -3.83779, 5.43636], [1.88546, -5.40533, 3.70913], [0.29085, -4.64993, 1.99019], [-2.11424, -4.66416, -2.45799], [-4.41726, -5.26428, -3.08856], [-6.22136, -3.57783, -2.97382], [-5.70855, -1.27011, -2.24968], [-3.39112, -0.66122, -1.62920], [1.11719, -4.17479, -0.82420], [2.59605, -5.46078, -2.32140], [2.47153, -5.13419, -4.76992], [0.88090, -3.49481, -5.71433], [-0.62659, -2.23383, -4.21497], [3.28595, -1.67314, -2.72519], [3.04536, -0.16584, -2.81004], [2.53002, 0.18653, -4.22292], [4.38211, 0.56280, -2.57547], [2.03742, 0.34388, -1.81862], [3.56340, -1.95381, -1.70684], [4.10004, -1.96267, -3.39628], [2.38781, -2.22697, -3.00022], [3.29014, -0.02686, -4.98242], [2.27458, 1.24704, -4.27261], [1.63117, -0.39282, -4.44739], [5.12180, 0.28765, -3.33439], [4.77796, 0.30599, -1.58968], [4.23841, 1.64468, -2.60252], [2.25108, 1.39886, -1.61793]],
  "forces_ev_per_angstrom": [[0.3467, 0.1344, -0.7543], [0.0442, -0.0181, 0.1257], [0.0762, 0.0780, 0.0057], [-0.0013, -0.0766, 0.0390], [-0.1577, 0.0579, -0.1526], [0.0005, 0.0758, 0.2290], [-0.0490, -0.2599, 0.5749], [-0.2598, -0.2222, 0.1030], [0.0675, 0.4337, 0.0129], [0.0896, 0.1546, 0.1090], [0.0592, 0.0178, 0.0797], [0.0973, 0.1535, 0.0226], [0.0950, -0.0603, -0.0187], [-0.1793, -0.1734, -0.3886], [0.1052, 0.1167, -0.0794], [0.0240, -0.1911, 0.0268], [-0.0644, 0.0044, 0.0555], [0.1349, 0.0930, 0.0148], [-0.0471, 0.0571, -0.0211], [-0.5632, 0.1579, -0.0208], [0.1597, -0.0706, 0.0080], [-0.1675, 0.0985, 0.1288], [0.0538, 0.0191, -0.0449], [-0.1298, -0.0451, 0.0975], [-0.0438, -0.0832, 0.0092], [0.2171, 0.0704, 0.0144], [-0.0077, -0.0437, -0.0189], [-0.0007, 0.0069, -0.0524], [0.0269, 0.0010, -0.0632], [0.0022, 0.0117, 0.0155], [0.0161, -0.0700, 0.1273], [-0.1448, -0.2313, 0.0729], [0.0086, 0.0115, -0.0094], [-0.0281, -0.0487, 0.0054], [-0.0006, -0.0565, -0.0111], [0.0042, -0.0283, 0.0176], [-0.1139, 0.1100, -0.0611], [0.0021, 0.0256, -0.0020], [-0.0355, -0.0353, -0.0230], [-0.0254, -0.0481, 0.0083], [-0.0803, -0.0531, 0.0378], [0.1510, 0.0921, -0.2013], [-0.0267, -0.0028, 0.0107], [0.0237, 0.0027, -0.0082], [0.0244, 0.0446, -0.0075], [0.0287, 0.0483, -0.0015], [-0.4239, 0.2340, 0.0109], [0.0455, -0.4992, 0.1079], [-0.0217, 0.1422, -0.1126], [0.0427, 0.0328, -0.0786], [0.0078, 0.0383, 0.1017], [-0.0152, -0.0035, -0.0386], [-0.0418, 0.0168, -0.0050], [0.0395, -0.0040, 0.0358], [0.0084, 0.2922, -0.0631], [-0.0612, 0.0181, -0.0992], [0.0705, -0.0211, 0.0453], [-0.0232, 0.0237, -0.0100], [0.0398, -0.0566, -0.0444], [0.0035, 0.0036, -0.0240], [0.3230, -0.6121, 0.6573], [0.0546, 0.4970, -0.1370], [0.0580, -0.0193, 0.0374], [-0.0152, -0.0700, 0.0399], [0.0329, 0.0480, 0.0388], [-0.0916, -0.0368, 0.0083], [0.1081, 0.0360, -0.0039], [0.0386, 0.2173, -0.1129], [-0.1449, -0.0802, 0.0545], [-0.0060, -0.0618, -0.0359], [-0.0212, -0.0414, 0.0165], [-0.0248, -0.0007, -0.0440], [-0.1046, -0.0468, 0.0739], [0.1371, -0.0922, -0.0059], [-0.0189, -0.0423, 0.0421], [-0.0089, -0.0160, -0.0075], [-0.0005, 0.0113, 0.0172], [0.0022, -0.0126, 0.0062], [-0.0229, -0.0221, -0.0454], [0.0626, 0.0282, -0.0023], [-0.0168, -0.0044, 0.0053], [0.0044, 0.0140, 0.0017], [-0.0129, -0.0013, 0.0032], [0.0142, -0.0030, -0.0067], [0.0071, 0.0012, -0.0178], [0.0002, 0.0032, -0.0028], [0.0053, -0.0020, -0.0234], [0.0162, 0.0114, -0.0204], [-0.0289, -0.0051, 0.0233], [0.0040, 0.0035, -0.0017], [-0.0059, -0.0072, -0.0064], [0.0109, 0.0025, 0.0094], [-0.0146, -0.0081, 0.0014], [0.0249, -0.0233, -0.0736], [-0.0740, 0.1709, -0.0140], [0.0136, 0.1877, -0.0738], [0.1256, -0.0419, 0.1209], [-0.0841, -0.1146, -0.0605], [0.0268, -0.5548, -0.1774], [0.0186, -0.0306, -0.0109], [-0.0252, -0.0880, -0.0274], [0.2271, 0.1836, 0.0339], [-0.0394, -0.0330, -0.0306], [0.0175, 0.0075, -0.0477], [-0.0057, 0.0124, -0.0349], [0.0212, -0.0044, 0.0351], [0.0356, 0.0152, -0.0007], [0.0174, 0.0065, -0.0314], [-0.0433, 0.1425, -0.0072]],
  "lowdin_spin": [0.03, 0.00, 0.01, 0.00, 0.00, 0.00, 0.01, 0.00, 0.00, 0.00, 0.00, 0.00, 0.00, 0.00, 0.00, 0.00, 0.00, 0.01, 0.00, 0.02, 0.00, 0.00, 0.00, 0.00, 0.00, 0.00, 0.00, 0.00, 0.00, 0.00, 0.00, 0.00, 0.00, 0.00, 0.00, 0.00, 0.00, 0.00, 0.00, 0.00, 0.00, 0.00, 0.00, 0.00, 0.00, 0.00, 0.00, 0.00, 0.00, 0.00, 0.00, 0.00, 0.00, 0.00, 0.00, 0.00, 0.00, 0.00, 0.00, 0.00, -0.01, 0.00, 0.00, 0.00, 0.00, 0.00, 0.00, 0.00, 0.00, 0.00, 0.00, 0.00, 0.00, 0.00, 0.00, 0.00, 0.00, 0.00, 0.00, 0.00, 0.00, 0.00, 0.00, 0.00, 0.00, 0.00, 0.00, 0.00, 0.00, 0.00, 0.00, 0.00, 0.00, 0.00, 0.01, 0.09, 0.05, 0.02, 0.68, 0.00, 0.00, 0.00, 0.01, 0.00, 0.00, 0.00, 0.00, 0.00, 0.04],
  "spin_multiplicity": 2,
  "homo_lumo_gap_ev": [6.333, 7.730],
  "charge": 0,
  "e_tot_ev": -128577.7653,
  "lumo_energy_ev": [0.30, 0.30]
}